Entry from the OMol25 dataset: 18 unconnected molecules or ions with the total composition C48H138N6O24 at a distorted geometry (ωB97M-V/def2-TZVPD).

Each atom is followed by the atoms it is bonded to, with distances in Å.
Geometry (Å):
1 C -0.73 -5.04 5.63  O2 1.428, H10 1.090, H11 1.090, H12 1.090
2 O -0.42 -3.69 5.30  C1 1.428, C3 1.406
3 C 0.95 -3.44 5.49  O2 1.406, C4 1.534, H13 1.090, H14 1.090
4 C 1.16 -1.95 5.20  C3 1.534, N5 1.469, H15 1.090, H16 1.090
5 N 0.85 -1.04 6.32  C4 1.469, C6 1.401, H17 1.010
6 C 0.79 0.28 5.86  N5 1.401, C7 1.437, H18 1.090, H19 1.090
7 C -0.17 0.91 6.74  C6 1.437, O8 1.459, H20 1.090, H21 1.090
8 O -0.58 2.19 6.17  C7 1.459, C9 1.407
9 C -1.49 2.18 5.10  O8 1.407, H22 1.090, H23 1.090, H24 1.090
10 H -0.33 -5.45 6.56  C1 1.090
11 H -0.49 -5.75 4.83  C1 1.090
12 H -1.80 -5.10 5.81  C1 1.090
13 H 1.43 -4.07 4.74  C3 1.090
14 H 1.35 -3.68 6.48  C3 1.090
15 H 0.59 -1.58 4.35  C4 1.090
16 H 2.16 -1.58 4.97  C4 1.090
17 H 0.03 -1.31 6.84  N5 1.010
18 H 0.34 0.34 4.87  C6 1.090
19 H 1.77 0.74 5.92  C6 1.090
20 H 0.30 1.13 7.70  C7 1.090
21 H -1.07 0.32 6.91  C7 1.090
22 H -1.61 3.16 4.66  C9 1.090
23 H -2.53 1.94 5.35  C9 1.090
24 H -1.17 1.56 4.26  C9 1.090
25 C 2.27 5.14 -3.08  O26 1.411, H34 1.090, H35 1.090, H36 1.090
26 O 2.22 4.50 -4.33  C25 1.411, C27 1.374
27 C 1.59 5.19 -5.34  O26 1.374, C28 1.560, H37 1.090, H38 1.090
28 C 1.28 4.35 -6.62  C27 1.560, N29 1.498, H39 1.090, H40 1.090
29 N 0.13 3.40 -6.49  C28 1.498, C30 1.507, H41 1.010
30 C -0.10 2.45 -7.64  N29 1.507, C31 1.577, H42 1.090, H43 1.090
31 C 0.96 1.32 -7.95  C30 1.577, O32 1.466, H44 1.090, H45 1.090
32 O 2.18 1.78 -8.60  C31 1.466, C33 1.413
33 C 2.61 1.03 -9.72  O32 1.413, H46 1.090, H47 1.090, H48 1.090
34 H 2.95 5.98 -3.22  C25 1.090
35 H 2.68 4.42 -2.36  C25 1.090
36 H 1.31 5.50 -2.70  C25 1.090
37 H 2.23 6.03 -5.62  C27 1.090
38 H 0.57 5.35 -4.99  C27 1.090
39 H 2.16 3.73 -6.79  C28 1.090
40 H 1.32 4.98 -7.51  C28 1.090
41 H 0.22 3.05 -5.55  N29 1.010
42 H -0.27 3.14 -8.46  C30 1.090
43 H -1.08 2.00 -7.57  C30 1.090
44 H 0.47 0.50 -8.49  C31 1.090
45 H 1.27 0.84 -7.02  C31 1.090
46 H 1.87 1.05 -10.53  C33 1.090
47 H 2.63 -0.03 -9.45  C33 1.090
48 H 3.58 1.35 -10.11  C33 1.090
49 C 2.16 2.57 3.25  O50 1.433, H58 1.090, H59 1.090, H60 1.090
50 O 2.84 1.70 2.34  C49 1.433, C51 1.386
51 C 2.84 2.11 1.02  O50 1.386, C52 1.541, H61 1.090, H62 1.090
52 C 3.75 1.26 0.10  C51 1.541, N53 1.474, H63 1.090, H64 1.090
53 N 5.00 0.86 0.77  C52 1.474, C54 1.484, H65 1.010
54 C 6.04 1.92 0.83  N53 1.484, C55 1.514, H66 1.090, H67 1.090
55 C 6.78 1.83 2.15  C54 1.514, O56 1.457, H68 1.090, H69 1.090
56 O 6.03 2.06 3.37  C55 1.457, C57 1.467
57 C 5.76 3.47 3.70  O56 1.467, H70 1.090, H71 1.090, H72 1.090
58 H 2.18 2.17 4.26  C49 1.090
59 H 1.12 2.65 2.96  C49 1.090
60 H 2.61 3.56 3.27  C49 1.090
61 H 3.06 3.17 0.91  C51 1.090
62 H 1.86 2.06 0.55  C51 1.090
63 H 4.00 1.82 -0.79  C52 1.090
64 H 3.22 0.41 -0.33  C52 1.090
65 H 4.79 0.63 1.74  N53 1.010
66 H 5.46 2.84 0.76  C54 1.090
67 H 6.73 1.81 -0.01  C54 1.090
68 H 7.38 2.74 2.08  C55 1.090
69 H 7.42 0.95 2.29  C55 1.090
70 H 5.37 3.47 4.72  C57 1.090
71 H 5.02 3.81 2.98  C57 1.090
72 H 6.59 4.16 3.58  C57 1.090
73 C -1.56 -1.26 1.92  O74 1.343, H82 1.090, H83 1.090, H84 1.090
74 O -1.29 -1.19 0.60  C73 1.343, C75 1.391
75 C -0.14 -1.85 0.20  O74 1.391, C76 1.546, H85 1.090, H86 1.090
76 C -0.25 -1.79 -1.34  C75 1.546, N77 1.486, H87 1.090, H88 1.090
77 N 0.91 -2.53 -1.89  C76 1.486, C78 1.462, H89 1.010
78 C 2.25 -1.98 -1.70  N77 1.462, C79 1.543, H90 1.090, H91 1.090
79 C 2.77 -1.16 -2.90  C78 1.543, O80 1.464, H92 1.090, H93 1.090
80 O 2.05 0.11 -2.98  C79 1.464, C81 1.424
81 C 2.62 1.01 -3.93  O80 1.424, H94 1.090, H95 1.090, H96 1.090
82 H -1.66 -2.33 2.09  C73 1.090
83 H -2.53 -0.80 2.11  C73 1.090
84 H -0.77 -0.84 2.54  C73 1.090
85 H -0.16 -2.88 0.57  C75 1.090
86 H 0.62 -1.26 0.72  C75 1.090
87 H -0.03 -0.75 -1.58  C76 1.090
88 H -1.16 -2.09 -1.85  C76 1.090
89 H 0.89 -2.65 -2.89  N77 1.010
90 H 2.75 -2.95 -1.60  C78 1.090
91 H 2.32 -1.35 -0.82  C78 1.090
92 H 2.54 -1.78 -3.77  C79 1.090
93 H 3.83 -0.97 -2.77  C79 1.090
94 H 3.70 1.17 -3.87  C81 1.090
95 H 2.13 1.98 -3.90  C81 1.090
96 H 2.63 0.56 -4.93  C81 1.090
97 C -7.36 7.17 7.09  O98 1.403, H106 1.090, H107 1.090, H108 1.090
98 O -6.43 6.13 7.00  C97 1.403, C99 1.481
99 C -5.07 6.57 6.61  O98 1.481, C100 1.595, H109 1.090, H110 1.090
100 C -4.18 5.30 6.22  C99 1.595, N101 1.513, H111 1.090, H112 1.090
101 N -4.43 4.78 4.82  C100 1.513, C102 1.458, H113 1.010
102 C -5.81 4.45 4.48  N101 1.458, C103 1.519, H114 1.090, H115 1.090
103 C -5.76 3.39 3.39  C102 1.519, O104 1.427, H116 1.090, H117 1.090
104 O -4.70 2.44 3.37  C103 1.427, C105 1.409
105 C -4.90 1.51 2.33  O104 1.409, H118 1.090, H119 1.090, H120 1.090
106 H -7.30 7.71 8.04  C97 1.090
107 H -8.33 6.68 7.09  C97 1.090
108 H -7.29 7.88 6.26  C97 1.090
109 H -4.55 7.15 7.37  C99 1.090
110 H -5.11 7.24 5.75  C99 1.090
111 H -4.29 4.48 6.93  C100 1.090
112 H -3.12 5.55 6.24  C100 1.090
113 H -3.78 4.07 4.53  N101 1.010
114 H -6.31 5.38 4.23  C102 1.090
115 H -6.41 4.04 5.29  C102 1.090
116 H -5.84 3.81 2.39  C103 1.090
117 H -6.66 2.77 3.45  C103 1.090
118 H -4.99 1.87 1.30  C105 1.090
119 H -5.80 0.93 2.51  C105 1.090
120 H -4.12 0.74 2.31  C105 1.090
121 C -1.70 -5.20 1.87  O122 1.438, H130 1.090, H131 1.090, H132 1.090
122 O -2.81 -4.28 1.90  C121 1.438, C123 1.436
123 C -3.46 -4.22 0.62  O122 1.436, C124 1.579, H133 1.090, H134 1.090
124 C -4.38 -2.93 0.55  C123 1.579, N125 1.482, H135 1.090, H136 1.090
125 N -5.32 -2.99 1.68  C124 1.482, C126 1.434, H137 1.010
126 C -6.31 -1.95 1.62  N125 1.434, C127 1.531, H138 1.090, H139 1.090
127 C -7.10 -1.84 2.92  C126 1.531, O128 1.379, H140 1.090, H141 1.090
128 O -6.22 -1.42 3.89  C127 1.379, C129 1.443
129 C -6.83 -1.59 5.19  O128 1.443, H142 1.090, H143 1.090, H144 1.090
130 H -1.18 -5.26 2.83  C121 1.090
131 H -1.03 -4.88 1.07  C121 1.090
132 H -2.15 -6.18 1.72  C121 1.090
133 H -4.11 -5.03 0.29  C123 1.090
134 H -2.68 -4.04 -0.11  C123 1.090
135 H -4.79 -2.74 -0.44  C124 1.090
136 H -3.69 -2.09 0.62  C124 1.090
137 H -4.74 -2.81 2.49  N125 1.010
138 H -6.96 -2.21 0.78  C126 1.090
139 H -5.78 -1.01 1.50  C126 1.090
140 H -7.57 -2.80 3.13  C127 1.090
141 H -7.88 -1.08 2.83  C127 1.090
142 H -7.80 -1.11 5.29  C129 1.090
143 H -6.08 -1.14 5.85  C129 1.090
144 H -6.92 -2.58 5.64  C129 1.090
145 C 0.78 -3.49 -6.23  O146 1.383, H147 1.090, H148 1.090, H149 1.090
146 O 0.71 -3.75 -4.87  C145 1.383, H150 0.960
147 H 0.52 -4.31 -6.89  C145 1.090
148 H 0.24 -2.64 -6.66  C145 1.090
149 H 1.84 -3.31 -6.45  C145 1.090
150 H 1.02 -4.64 -4.73  O146 0.960
151 C 4.28 -1.93 -6.39  O152 1.390, H153 1.090, H154 1.090, H155 1.090
152 O 3.19 -1.35 -7.04  C151 1.390, H156 0.960
153 H 5.07 -2.14 -7.10  C151 1.090
154 H 4.62 -1.13 -5.74  C151 1.090
155 H 4.06 -2.81 -5.79  C151 1.090
156 H 3.63 -0.68 -7.55  O152 0.960
157 C 4.87 -5.49 -1.39  O158 1.437, H159 1.090, H160 1.090, H161 1.090
158 O 4.09 -5.98 -2.49  C157 1.437, H162 0.960
159 H 5.74 -6.12 -1.56  C157 1.090
160 H 5.18 -4.45 -1.34  C157 1.090
161 H 4.44 -5.80 -0.43  C157 1.090
162 H 3.61 -5.26 -2.90  O158 0.960
163 C -3.80 -4.39 -3.74  O164 1.419, H165 1.090, H166 1.090, H167 1.090
164 O -2.94 -3.72 -2.83  C163 1.419, H168 0.960
165 H -4.45 -5.15 -3.31  C163 1.090
166 H -4.42 -3.62 -4.21  C163 1.090
167 H -3.31 -5.00 -4.49  C163 1.090
168 H -2.15 -4.26 -2.75  O164 0.960
169 C 3.49 -1.94 2.61  O170 1.438, H171 1.090, H172 1.090, H173 1.090
170 O 3.67 -2.77 1.45  C169 1.438, H174 0.960
171 H 3.56 -2.57 3.49  C169 1.090
172 H 4.33 -1.24 2.65  C169 1.090
173 H 2.50 -1.47 2.60  C169 1.090
174 H 4.52 -2.56 1.07  O170 0.960
175 C 0.76 -5.96 -1.33  O176 1.384, H177 1.090, H178 1.090, H179 1.090
176 O -0.27 -5.10 -1.67  C175 1.384, H180 0.960
177 H 1.64 -5.67 -1.90  C175 1.090
178 H 0.99 -5.91 -0.27  C175 1.090
179 H 0.55 -7.02 -1.48  C175 1.090
180 H 0.11 -4.22 -1.60  O176 0.960
181 C -3.26 -1.84 4.92  O182 1.430, H183 1.090, H184 1.090, H185 1.090
182 O -2.51 -1.97 6.13  C181 1.430, H186 0.960
183 H -2.50 -1.46 4.24  C181 1.090
184 H -3.48 -2.82 4.49  C181 1.090
185 H -3.99 -1.04 5.04  C181 1.090
186 H -1.82 -2.61 5.96  O182 0.960
187 C 5.18 2.44 -6.56  O188 1.412, H189 1.090, H190 1.090, H191 1.090
188 O 4.50 1.25 -6.87  C187 1.412, H192 0.960
189 H 6.26 2.31 -6.45  C187 1.090
190 H 4.95 3.29 -7.21  C187 1.090
191 H 4.95 2.69 -5.53  C187 1.090
192 H 3.67 1.51 -7.28  O188 0.960
193 C -3.94 0.29 -1.33  O194 1.475, H195 1.090, H196 1.090, H197 1.090
194 O -2.88 0.76 -0.42  C193 1.475, H198 0.960
195 H -4.55 -0.51 -0.90  C193 1.090
196 H -4.65 1.12 -1.34  C193 1.090
197 H -3.68 -0.18 -2.28  C193 1.090
198 H -2.36 0.00 -0.16  O194 0.960
199 C -0.60 3.12 -1.31  O200 1.379, H201 1.090, H202 1.090, H203 1.090
200 O 0.13 4.24 -0.99  C199 1.379, H204 0.960
201 H -0.01 2.22 -1.52  C199 1.090
202 H -1.19 2.92 -0.41  C199 1.090
203 H -1.27 3.41 -2.12  C199 1.090
204 H -0.50 4.91 -0.73  O200 0.960
205 C -0.77 -0.45 -4.65  O206 1.429, H207 1.090, H208 1.090, H209 1.090
206 O -0.44 0.41 -3.56  C205 1.429, H210 0.960
207 H -1.77 -0.36 -5.08  C205 1.090
208 H -0.03 -0.50 -5.45  C205 1.090
209 H -0.87 -1.48 -4.33  C205 1.090
210 H 0.42 0.15 -3.21  O206 0.960
211 C 6.78 0.26 -2.44  O212 1.412, H213 1.090, H214 1.090, H215 1.090
212 O 6.38 -0.69 -1.48  C211 1.412, H216 0.960
213 H 7.60 0.93 -2.15  C211 1.090
214 H 7.05 -0.18 -3.39  C211 1.090
215 H 5.88 0.81 -2.71  C211 1.090
216 H 5.81 -0.31 -0.81  O212 0.960

calculated total energy = -110068.49087 eV
2S+1 = 2
charge = +1
frontier orbital gap (alpha / beta) = 7.5 / 2.4 eV